Record 1
The following is a quantum chemistry calculation of a molecular structure, C26H48Cl3N4O4RuSi, from the OMol25 dataset.

Values from the calculation:
Relative energy (zero: lowest compared OMol25 entry of this formula, charge and spin) (kJ/mol): 0.0
Frontier orbital gap (alpha / beta) (hartree): 0.277 / 0.294
HOMO (alpha / beta) (eV): -7.04 / -8.38

The geometry in ORCA input format:
```
! RIJCOSX wB97M-V def2-TZVPD def2/J DEFGRID3
* xyz 0 6
C -1.3460 -3.1591 -3.7771
C -0.9739 -4.3124 -2.9055
H -0.6287 -3.0786 -4.6055
H -1.3332 -2.2217 -3.2088
H -2.3388 -3.2866 -4.2423
C -0.5617 -5.4792 -3.4434
C -0.5081 -5.7386 -4.9062
H -0.2718 -6.3188 -2.8194
H 0.0885 -4.9928 -5.4495
H -1.5051 -5.7627 -5.3685
H -0.0564 -6.7188 -5.0934
Ru -0.9353 1.2639 -0.1245
Cl -2.8940 2.4129 0.0481
Cl -2.0997 -0.4835 0.7872
C -1.0329 1.2432 2.8347
O -0.3458 1.7978 1.9308
N -0.4704 0.5813 3.8467
C 0.9825 0.5026 3.9800
C -1.2550 -0.3084 4.6921
H -2.1354 1.2660 2.8153
H 1.4171 1.5104 3.9882
H 1.4384 -0.0882 3.1705
H 1.1769 0.0088 4.9371
H -2.2859 0.0508 4.7264
H -0.8253 -0.3056 5.6961
H -1.2557 -1.3384 4.3056
H 1.1849 3.4581 -4.4655
H 1.2249 0.2613 -3.2593
C 2.0825 3.1995 -3.8885
C 2.1264 0.8441 -3.0115
N 1.7875 2.2504 -2.8242
H 2.4660 4.1192 -3.4360
C 1.1436 2.6687 -1.7338
O 0.9161 1.9246 -0.7322
H 2.5550 0.4341 -2.0903
H 0.8543 3.7307 -1.7322
H 2.8349 2.7657 -4.5486
H 2.8482 0.7992 -3.8304
O -0.3443 -2.8662 -1.0804
C -1.0814 -4.0595 -1.4089
C 0.5355 -5.8633 -0.6600
C -0.7126 -5.2508 -0.5464
H 1.2284 -5.5186 -1.4362
C 0.9043 -6.8875 0.2204
H -2.1272 -3.7700 -1.2163
C -1.6340 -5.7055 0.4117
H 1.9053 -7.3146 0.1562
C -0.0146 -7.3406 1.1755
C -1.2805 -6.7551 1.2585
H -2.6073 -5.2084 0.4908
H 0.2497 -8.1486 1.8548
H -2.0089 -7.1138 1.9938
Si 0.6937 -2.4627 0.1694
Cl -1.0705 0.0649 -2.1477
C 2.3248 -3.4150 -0.0283
C -0.0632 -2.8492 1.8235
C 1.3392 -0.7092 0.1078
H 2.3222 -4.3664 0.5231
H 3.1289 -2.7861 0.3854
H 2.5641 -3.6293 -1.0814
H 0.7736 -0.1375 -0.6576
H 2.3957 -0.7114 -0.2131
H 1.2603 -0.2194 1.0912
H -0.0789 -3.9291 2.0141
H -1.0987 -2.4861 1.8579
H 0.4904 -2.3689 2.6437
C 1.4339 4.4571 2.0556
N 0.4364 5.4444 1.7027
C 0.4358 6.6542 2.4933
C -0.2545 7.7752 1.7613
C -1.6011 7.2947 1.2784
N -1.3954 6.1544 0.4208
C -2.3861 5.9043 -0.5989
C -0.4742 5.1721 0.6980
O -0.4790 4.1034 0.0632
H 1.4057 3.6500 1.3217
H 1.2782 4.0445 3.0671
H 2.4316 4.9259 2.0542
H -0.0891 6.4712 3.4453
H 1.4746 6.9124 2.7328
H 0.3641 8.0738 0.9071
H -0.3765 8.6393 2.4190
H -2.1102 8.0597 0.6897
H -2.2402 7.0235 2.1366
H -3.2615 5.3740 -0.2021
H -2.7025 6.8691 -1.0087
H -1.9528 5.3049 -1.4006
*
```

Record 2
The following is a quantum chemistry calculation of a molecular structure, C26H48CoOP2, from the OMol25 dataset.

Values from the calculation:
Relative energy (zero: lowest compared OMol25 entry of this formula, charge and spin) (kJ/mol): 377.7
Frontier orbital gap (alpha / beta) (hartree): 0.257 / 0.187
HOMO (alpha / beta) (eV): -10.12 / -10.18

The geometry in ORCA input format:
```
! RIJCOSX wB97M-V def2-TZVPD def2/J DEFGRID3
* xyz 1 5
Co 0.6038 -0.1773 -1.9301
C 2.0575 -0.3369 2.6475
C 1.3111 0.8759 2.5751
C -0.0089 -0.7220 3.5826
C 1.2338 -1.3224 3.2525
C 0.0617 0.6515 3.2252
C 3.4349 -0.5917 2.1697
H 3.9387 0.3264 1.8414
H 3.4190 -1.2993 1.3173
H 4.0362 -1.0560 2.9684
C 1.6652 -2.7082 3.5336
H 1.9288 -3.2358 2.6023
H 0.8702 -3.2699 4.0434
H 2.5607 -2.7157 4.1775
C -1.1481 -1.4133 4.2284
H -0.8210 -1.9242 5.1480
H -1.5819 -2.1809 3.5638
H -1.9375 -0.6963 4.4897
C -0.9621 1.6707 3.5388
H -1.2794 1.5828 4.5891
H -1.8690 1.5563 2.9142
H -0.5671 2.6821 3.3878
C 1.7287 2.1342 1.9210
H 1.5532 2.9992 2.5813
H 1.1469 2.3074 0.9962
H 2.7924 2.1153 1.6461
C -0.1952 -0.8317 -3.4156
C 1.1598 -0.3808 -3.7014
C 1.4079 0.9722 -4.3351
C 0.6220 2.0363 -3.5420
C 0.3110 1.5940 -2.1052
C -1.1802 1.6027 -1.7681
C -2.0664 0.9269 -2.8520
C -1.4425 -0.0993 -3.8519
H 1.0904 0.9653 -5.3930
H -0.3088 2.2692 -4.0671
H 2.4858 1.2108 -4.3264
H -1.2799 0.3629 -4.8454
H -0.3433 -1.9156 -3.3149
H 1.9159 -1.1167 -3.9779
H -2.2123 -0.8795 -3.9902
H -2.9358 0.4569 -2.3641
H -1.4806 2.6712 -1.8139
H -2.4953 1.7211 -3.4845
H 1.1877 2.9767 -3.5253
H 0.9425 2.0656 -1.3356
P 2.5103 -0.4016 -0.7774
C 2.9787 -2.1308 -1.1401
C 3.8867 0.5692 -1.5170
P -2.8758 2.1502 0.8065
C -1.5649 1.2093 -0.3043
C -2.6468 3.8648 0.1887
C -4.4801 1.7344 0.0083
H 2.1279 -2.7698 -0.8633
H 3.8639 -2.4277 -0.5651
H 3.1695 -2.1966 -2.2218
H 3.5176 1.5803 -1.7464
H 4.2090 0.0597 -2.4424
H 4.7225 0.6269 -0.7898
H -4.4435 2.0090 -1.0580
H -5.2947 2.2809 0.5157
H -4.6569 0.6500 0.1171
H -1.9265 0.1739 -0.3194
H -0.6531 1.2109 0.3210
H -2.9658 4.5514 0.9897
H -3.2685 4.0331 -0.7050
H -1.5835 4.0432 -0.0332
C -0.3049 -3.7014 0.7911
C -0.9827 -2.6177 -0.0366
C -2.4548 -2.4987 0.4048
O -0.2896 -1.4455 -0.0903
H 0.7601 -3.7395 0.5702
H -0.7514 -4.6713 0.5519
H -0.4297 -3.5178 1.8617
H -1.0393 -3.0555 -1.0634
H -2.5273 -2.1388 1.4418
H -3.0053 -1.8142 -0.2489
H -2.9519 -3.4801 0.3530
*
```

> What is the relative energy (zero: lowest compared OMol25 entry of this formula, charge and spin) in the second record?

377.7 kJ/mol

> Which of these has the highest relative energy (zero: lowest compared OMol25 entry of this formula, charge and spin)?

C26H48CoOP2